165
Properties=species:S:1:pos:R:3:mulliken_charge:R:1 method="wB97M-V/def2-TZVPD" e_homo_ha=-0.096 de_lowest_ev=0.0102 gap_ev=6.27 energy_ev=-175504.0278 e_lumo_ha=0.135 charge=-2
Sb -2.3974 -1.7509 1.9822 0.23
Sr 0.5955 -0.4109 -0.3354 2.49
S 2.9965 0.8541 5.0919 -0.75
S 4.9988 -1.8013 -1.1893 -0.53
S 2.9645 -0.5044 1.3004 -0.79
S 0.0622 0.1719 3.3745 0.09
S -0.1183 1.6410 -2.4658 0.26
P 1.0227 0.8807 4.9862 0.65
P 4.7866 -0.9070 0.5604 0.62
Si 0.5645 1.4155 -4.3838 -2.72
F -5.8507 -5.7752 -1.4004 -0.39
F -1.7443 -5.3813 7.0791 -0.40
F -6.9467 1.3877 4.9685 -0.38
O 0.1420 -0.0786 -4.9595 0.58
O 2.1716 1.6721 -4.6702 0.25
O -0.1478 2.4757 -5.4442 1.08
N -3.6444 2.0378 -1.3451 0.68
N -2.2906 0.9062 0.2357 0.89
N -2.9951 -0.1742 -1.6606 0.90
C -3.4329 -4.5114 0.9755 -0.70
C 6.6616 -2.7466 1.5449 -0.58
C -3.4446 3.3509 -0.7451 -0.80
C -5.3320 -3.5531 -0.8089 -0.83
C 0.3093 0.0163 6.4484 0.09
C -6.3745 -0.3217 3.4518 -0.89
C -5.3904 -1.0280 2.7668 -0.42
C 6.5758 1.0291 -0.4283 -0.35
C -0.1543 -0.5430 -6.2714 1.79
C 0.6986 4.5525 -4.4397 -1.33
C 1.2803 3.5834 5.7478 -0.64
C 0.8804 -0.0338 -7.2729 -1.53
C 6.1728 2.7857 1.6794 -0.67
C -1.5550 -0.0852 -6.6715 -1.29
C -0.1038 -2.0643 -6.1971 -1.64
C 5.6587 -1.8426 1.8769 0.44
C 5.3193 -1.6560 3.2149 -0.11
C 7.2458 2.2463 -0.4008 -0.59
C -4.3252 1.9208 -2.6211 -1.45
C 0.5066 -0.7358 8.7310 -0.56
C -0.0497 3.8831 -5.5893 1.75
C -5.9875 0.6984 4.2933 0.22
C -2.1985 -3.0728 3.6882 0.22
C 1.0605 -0.1336 7.6100 -0.65
C -4.1695 -5.4080 0.2121 -0.75
C 3.4907 1.4534 -2.6358 -0.75
C -0.7871 -3.9768 5.4445 -0.53
C -1.4802 4.4121 -5.6526 -1.60
C 4.5071 1.8422 -4.8701 -2.16
C -1.5522 -1.0665 7.5426 -0.47
C 6.9921 -3.2569 3.8719 -0.37
C -3.0903 -0.1482 -3.1240 0.15
C 7.3267 -3.4510 2.5391 -0.52
C -1.8879 -4.6224 5.9591 0.40
C -0.2616 -3.1988 -2.4553 3.68
C 3.4479 -0.3670 -4.3574 -0.85
C -4.0433 -0.7156 2.9155 0.61
C -0.4734 5.2264 5.6083 -0.58
C -3.2840 -3.7472 4.2469 -0.17
C 3.3794 1.1400 -4.1219 2.07
C 5.6994 0.6876 0.5931 0.45
C -0.9953 -0.4675 6.4221 0.33
C 7.0446 3.1260 0.6513 -0.43
C -3.4052 1.2524 -3.6260 0.50
C 5.9883 -2.3580 4.2069 -0.65
C 0.8359 4.8892 5.9153 -0.55
C -2.2413 2.1381 1.0172 -0.43
C -1.3420 4.2482 5.1404 -0.58
C -2.9189 0.9701 -0.8923 -0.57
C 0.6788 4.1475 -6.9050 -1.79
C -3.7025 0.3352 3.7677 0.47
C -2.1836 3.3483 0.0966 -0.28
C 5.4994 1.5751 1.6504 -0.64
C -0.8698 -4.5811 -2.7195 -1.77
C -4.5789 -2.6755 -0.0381 -0.14
C 0.4199 2.6009 5.2745 -0.10
C -3.6344 -3.1361 0.8778 0.02
C -0.8949 2.9473 4.9740 0.47
C -5.1128 -4.9056 -0.6585 0.37
C -3.1411 -4.5296 5.3842 -0.79
C -0.5750 -2.6462 -1.0621 -1.09
C 1.2465 -3.2547 -2.6926 -1.04
C -0.8031 -1.1960 8.7034 -0.65
C -0.9541 -3.2017 4.3008 -0.86
C -4.6645 1.0466 4.4714 -0.70
H 0.7305 5.2181 -7.1176 0.46
H -2.5658 -1.4466 7.4981 0.50
H -1.8469 -0.5355 -7.6233 0.55
H -3.8855 -0.8412 -3.4217 0.12
H 4.7974 1.3268 2.4388 0.43
H -0.0975 -2.6693 3.9028 0.63
H -1.9855 4.2128 -4.7062 0.14
H -0.2893 -3.4056 -0.3089 -0.01
H 7.5045 -3.8142 4.6474 0.35
H -5.6957 -1.8414 2.1193 0.34
H -1.3152 3.2453 -0.5570 -0.16
H 1.1039 -0.8549 9.6272 0.39
H 1.8796 -0.3427 -6.9660 0.21
H 6.0071 3.4685 2.5033 0.42
H -0.8143 6.2487 5.7211 0.36
H -1.6719 -2.5772 -0.9732 -0.44
H -0.6984 -4.9276 -3.7456 0.42
H -1.5863 0.9997 -6.7600 -0.02
H -1.5610 -0.4111 5.5016 -0.10
H -4.3068 3.5981 -0.1106 0.26
H 7.5581 4.0801 0.6679 0.36
H -0.6880 -2.5082 -3.1977 -2.03
H 6.7170 0.3326 -1.2465 0.40
H 2.0880 0.2090 7.6110 0.36
H -4.6250 2.9193 -2.9425 0.50
H -0.4273 -5.3143 -2.0375 0.34
H 4.5146 -0.9822 3.4845 -0.05
H 0.1571 3.6509 -7.7256 0.25
H 1.6921 3.7472 -6.8460 0.23
H -4.2661 -3.6615 3.7934 0.37
H 1.4991 -3.6717 -3.6736 0.37
H -2.3202 -0.8544 -1.3253 -0.59
H 0.2090 4.3473 -3.4879 0.15
H -2.6568 0.6024 3.8762 -0.39
H 4.2066 -0.8191 -3.7180 0.22
H -1.5628 2.1917 4.5830 0.10
H -1.9473 -4.5685 -2.5353 0.30
H 0.1732 -4.0608 5.9352 0.46
H -1.3687 2.0950 1.6720 -0.12
H 7.9220 2.5074 -1.2063 0.38
H -4.3990 1.8517 5.1445 0.56
H 5.4757 1.4795 -4.5204 0.35
H 3.4061 2.5280 -2.4636 0.33
H 0.7306 5.6321 -4.6066 0.54
H 1.7041 -2.2623 -2.6386 -0.14
H -3.3918 4.0987 -1.5423 0.50
H 0.8594 1.0542 -7.3240 0.10
H 1.7290 -3.8719 -1.9288 0.39
H 1.5209 5.6477 6.2750 0.38
H 2.4887 -0.8315 -4.1265 -0.23
H -2.0290 3.9061 -6.4492 0.31
H 1.7184 4.1735 -4.3754 0.13
H 2.6870 0.9721 -2.0802 -0.13
H -0.3883 -2.5060 -7.1548 0.40
H -0.7848 -2.4247 -5.4246 0.29
H 0.6737 -0.4391 -8.2673 0.53
H 4.4376 1.0895 -2.2391 0.00
H 2.3058 3.3113 5.9658 0.34
H -4.7239 -1.6106 -0.1797 0.50
H 0.9028 -2.3960 -5.9385 0.32
H -2.1460 -0.4947 -3.5523 -0.57
H -1.2343 -1.6652 9.5796 0.36
H -3.1239 2.2132 1.6711 -0.07
H -5.2417 1.3279 -2.4969 0.26
H 4.4221 1.6490 -5.9413 0.41
H -2.0991 4.2850 0.6517 0.58
H 6.8996 -2.9017 0.4997 0.31
H 8.1009 -4.1603 2.2705 0.37
H -4.0129 -6.4762 0.2790 0.42
H -1.4931 5.4883 -5.8418 0.43
H -6.0680 -3.2001 -1.5188 0.45
H 3.6848 -0.5850 -5.4019 0.34
H -2.4772 1.8239 -3.6824 -0.75
H -3.9767 -5.0554 5.8278 0.44
H -2.3649 4.5019 4.8889 0.42
H 4.4555 2.9195 -4.7025 0.43
H -7.4245 -0.5575 3.3394 0.46
H -2.2707 -0.3877 -5.9052 0.20
H -2.6827 -4.9015 1.6531 0.48
H 5.7092 -2.2051 5.2420 0.44
H -3.8570 1.2120 -4.6193 0.75

---

20
Properties=species:S:1:pos:R:3:nbo_charge:R:1 method="wB97M-V/def2-TZVPD" e_homo_ha=-0.261 de_lowest_ev=10.9714 gap_ev=5.48 energy_ev=-6438.4374 e_lumo_ha=-0.059
C -2.4378 0.4978 -0.3700 -0.53
C -0.1250 1.0129 0.6842 -0.25
C -1.7775 -0.7102 0.3594 -0.44
C -0.2378 -0.4764 0.5365 -0.33
C 1.0954 1.3863 -0.3625 -0.65
C 1.0103 -1.1902 0.9558 -0.39
H 3.4798 -0.9113 -2.0935 0.00
H -2.0027 -1.6456 -0.2395 0.22
H 2.9870 -0.5167 -1.6535 0.00
H -2.3311 -0.7948 1.3793 0.20
H 2.0083 0.9311 0.2276 0.24
H 0.3211 -0.9007 -0.5489 0.22
H -2.2543 0.4944 -1.5478 0.23
H 1.5015 -2.0433 0.4954 0.20
H 0.9121 0.8156 -1.3085 0.21
H 0.2862 1.2207 1.6940 0.23
H -3.4454 0.6324 0.2367 0.25
H 0.9955 -1.4061 2.0502 0.16
H -1.3376 1.1037 0.0710 0.22
H 1.3519 2.5004 -0.5658 0.22

---

51
Properties=species:S:1:pos:R:3:nbo_charge:R:1 method="wB97M-V/def2-TZVPD" e_homo_ha="-0.108 / -0.230" de_lowest_ev=7.5183 spin_multiplicity=3 gap_ev="3.59 / 6.60" energy_ev=-40629.9151 e_lumo_ha="0.024 / 0.013"
Pd -0.5772 1.5978 1.7682 0.06
P 1.2812 0.2345 2.8736 1.46
P -2.3659 1.3756 0.1809 1.16
N -0.0362 2.1070 4.7204 -0.41
C -3.5014 0.0061 -0.0518 -0.96
C -0.0512 0.0643 -2.6081 -0.18
C 0.2224 -0.3337 1.4132 -0.82
C -0.8425 -1.0000 -2.3323 -0.19
C -2.5787 2.3293 1.8652 -1.03
C 1.5430 -1.9303 -0.8398 -0.18
C 1.2688 -0.0499 -3.2616 -0.45
C -2.3953 2.5411 -1.1266 -0.98
C 0.3617 1.4358 3.8209 -0.41
C 2.4801 -0.1280 -2.2890 -0.45
C 2.7900 0.9698 2.3052 -0.99
C 1.0416 -2.7526 -1.9701 -0.45
C -0.4723 0.3434 0.2321 -0.70
C 1.4202 -1.2047 3.8581 -1.03
C 2.2115 -0.7615 -0.9666 -0.19
C -0.3829 -2.4271 -2.4823 -0.45
H -3.5470 -0.1740 -1.1343 0.25
H 1.4978 -2.4580 0.1155 0.20
H 1.3412 -0.8712 -3.9738 0.21
H 1.0254 -3.7828 -1.6209 0.22
H -0.4531 -2.7614 -3.5373 0.22
H -2.6273 1.8680 2.8904 0.28
H 1.3611 -0.9320 4.9184 0.27
H 0.6100 -1.8962 3.6008 0.25
H -1.9360 -0.8701 -2.2328 0.20
H -3.0590 3.3730 -0.8884 0.23
H -2.3295 3.4083 1.9246 0.27
H 2.6261 1.7116 1.5072 0.28
H 2.8503 0.8979 -2.1408 0.21
H -1.0798 -0.4553 -0.2700 0.22
H 1.0904 -0.7043 0.8838 0.27
H 1.4101 0.8321 -3.8829 0.22
H 3.3123 -0.6625 -2.7912 0.22
H 0.1641 0.9183 -0.4610 0.23
H 2.8267 -0.3580 -0.1449 0.20
H -4.5235 0.2268 0.3107 0.24
H -1.3974 2.9304 -1.3214 0.23
H -0.3670 -1.1775 1.7634 0.23
H 2.3821 -1.6912 3.6555 0.25
H 3.3191 1.4548 3.1452 0.27
H -2.7673 2.0518 -2.0274 0.25
H -1.0844 -3.0814 -1.9477 0.21
H -3.1439 -0.9068 0.4469 0.23
H -3.6245 2.2401 1.5033 0.23
H 3.4124 0.1586 1.9083 0.24
H -0.4448 1.0808 -2.4995 0.20
H 1.7386 -2.7869 -2.8092 0.21

---

10
Properties=species:S:1:pos:R:3:nbo_charge:R:1 method="wB97M-V/def2-TZVPD" e_homo_ha="-0.292 / -0.352" de_lowest_ev=2.2323 spin_multiplicity=2 gap_ev="8.43 / 7.92" energy_ev=-13472.7152 e_lumo_ha="0.017 / -0.061"
Hg -2.1706 -2.2816 0.3806 0.29
O 1.6406 0.7051 1.0474 -0.59
O 2.2721 -0.6187 -0.6680 -0.66
O 0.1739 -0.4436 -0.2447 -0.54
C 1.4068 -0.0425 0.1407 0.99
C -0.9072 0.3850 -0.1135 0.08
C -2.0337 0.2185 0.4461 -0.42
H -2.9593 0.7753 0.3105 0.23
H 3.1725 -0.3783 -0.4115 0.51
H -0.5950 1.6808 -0.8877 0.13

---

27
Properties=species:S:1:pos:R:3:nbo_charge:R:1 method="wB97M-V/def2-TZVPD" e_homo_ha=-0.298 de_lowest_ev=1.1428 gap_ev=8.60 energy_ev=-34209.8224 e_lumo_ha=0.018
S -1.3119 1.1038 0.8744 0.22
S -2.3547 -0.8868 -1.0795 0.22
N 3.7585 -0.3737 -0.3331 -0.45
N 1.7011 0.2116 -0.8918 -0.38
C -0.4138 -1.5217 0.7881 -0.48
C 0.6957 -1.1363 1.7640 -0.61
C 2.6697 -0.7398 -0.9475 0.16
C -0.9409 -0.3907 -0.0621 -0.28
C 0.4215 0.1364 -1.4321 -0.17
C -2.7625 1.5718 -0.1176 -0.53
C -3.5337 0.2978 -0.3591 -0.53
C 2.2366 1.2535 -0.1777 -0.10
C 3.5009 0.8710 0.1556 -0.09
H 4.2438 1.4147 0.7054 0.21
H 0.0310 1.0977 -1.7490 0.21
H 2.5387 -1.6764 -1.4519 0.20
H 0.5792 -0.1056 2.0910 0.21
H 1.6793 -1.2421 1.3221 0.22
H -1.2676 -1.9048 1.3564 0.22
H 1.6715 2.1386 0.0271 0.23
H -0.0836 -2.3288 0.1278 0.21
H -4.3504 0.4287 -1.0669 0.24
H -3.3326 2.3027 0.4567 0.24
H 0.3090 -0.6498 -2.1667 0.21
H -3.9175 -0.1142 0.5778 0.22
H -2.4228 2.0187 -1.0531 0.22
H 0.6556 -1.7762 2.6416 0.22

---

13
Properties=species:S:1:pos:R:3:nbo_charge:R:1 method="wB97M-V/def2-TZVPD" e_homo_ha=-0.307 de_lowest_ev=1.7607 gap_ev=9.01 energy_ev=-16503.4153 e_lumo_ha=0.024
P 0.1222 -1.6271 0.4448 1.22
O 1.5924 -1.8770 1.0237 -0.97
N 0.6471 -0.4882 -0.6691 -0.89
N -0.7780 0.7353 -2.2418 -0.81
C -0.4182 -0.4529 1.8060 -0.96
C 0.3509 0.3000 -1.6251 0.32
H 1.8738 -0.9928 1.1355 0.47
H 1.2816 0.6761 -2.0335 0.16
H -1.8050 0.6487 -1.7737 0.40
H -0.6694 1.6202 -2.6501 0.39
H -1.3747 -0.0357 1.4934 0.22
H -0.4605 -1.0814 2.6482 0.23
H 0.1577 0.4131 1.7381 0.22

---

92
Properties=species:S:1:pos:R:3:mulliken_charge:R:1 method="wB97M-V/def2-TZVPD" e_homo_ha=-0.347 gap_ev=5.83 energy_ev=-70792.3063 e_lumo_ha=-0.133 charge=+1
S 6.7927 -2.0085 -1.9032 -0.19
S 5.8266 -3.8286 0.2993 -0.07
O -0.4723 -0.6298 1.9742 -0.49
O -4.0371 -2.6307 -3.8879 -0.55
O 0.0491 1.5624 3.1728 -0.48
O 0.4137 1.4522 0.7480 -0.46
O -3.8654 -0.9539 -2.1930 -0.30
N 6.6397 -0.9990 0.5877 0.22
N 1.2719 -2.0059 0.6129 0.21
N -0.4354 -1.1436 -0.5289 1.08
N 5.5084 3.8270 5.6817 0.16
N -8.7412 -0.6282 -5.7307 0.11
N 6.9401 0.4857 2.5595 -0.25
N 0.3386 -1.7756 -1.4490 -0.83
C 3.7108 -2.2103 1.5317 -0.35
C 5.9326 2.6731 4.8873 -0.56
C 2.1031 -2.3544 1.8055 -0.84
C -8.4878 -0.9123 -4.3215 -0.71
C -11.0805 -1.5204 -5.6963 -1.41
C 6.2670 1.3826 5.6325 -0.79
C 6.4217 -2.1778 -0.2604 0.17
C -3.5231 -0.3544 -4.7234 -0.18
C 3.6440 4.8775 6.9810 -1.45
C 0.0889 -1.2140 0.8144 0.28
C -9.7260 -1.4773 -6.3941 -0.31
C 6.6602 -0.8183 2.0310 -0.23
C -7.9992 -2.3139 -3.9573 -0.76
C 7.0117 3.7768 7.7493 -0.97
C 7.1069 1.2742 1.3169 -0.43
C 1.4796 -2.3772 -0.7842 -0.15
C -3.8181 -1.4247 -3.5691 0.62
C -7.5458 -0.3936 -6.5406 -0.69
C 4.2394 3.6144 6.3694 -0.21
C -2.2181 0.5528 -4.4792 -0.98
C -6.6603 -1.5962 -6.8634 -0.76
C -2.6722 -1.5130 -1.5791 -0.56
C 6.5660 4.4655 6.4602 -0.67
C 6.9135 0.3558 0.0616 -0.34
C -1.7336 -0.4318 -0.8453 -0.26
C 4.3352 -3.6883 1.4008 -0.66
B -0.0081 0.7744 1.9769 0.57
H 7.3601 2.3938 1.3532 0.33
H 7.4438 4.6215 5.8224 0.32
H 7.6942 2.9495 7.5489 0.28
H -7.7778 -0.1770 -3.9239 0.33
H -2.2380 0.9425 -3.4010 0.09
H 1.8195 -1.7354 2.7422 0.40
H 6.3225 0.5535 4.9227 0.22
H 7.2387 1.4413 6.1242 0.17
H -8.5338 -3.0992 -4.4952 0.25
H 4.1278 -1.7706 2.5200 0.13
H -4.4335 0.3570 -4.8321 0.12
H -8.1523 -2.4910 -2.8881 0.39
H 4.6501 -4.0196 2.4665 0.39
H 3.5070 5.6563 6.2261 0.33
H -5.9600 -1.3333 -7.6625 0.39
H -11.5009 -0.5173 -5.5855 0.33
H 3.5076 3.2377 5.6454 0.36
H -6.0588 -1.8958 -6.0036 -0.01
H -7.2340 -2.4593 -7.2071 0.32
H -1.5745 0.5428 -1.4204 0.21
H -11.0178 -1.9839 -4.7076 0.29
H -2.0583 -2.0795 -2.3813 0.41
H 6.1725 3.3995 8.3372 0.24
H 4.3250 2.8516 7.1534 0.24
H -7.8639 0.0549 -7.4893 0.37
H -11.7827 -2.1155 -6.2874 0.43
H 2.3314 -2.9906 -1.2455 0.40
H 3.5738 -4.4864 1.0441 0.42
H -6.9305 -2.4302 -4.1460 0.07
H 2.6645 4.6532 7.4140 0.43
H 6.9811 0.7271 -1.0098 0.30
H 5.5124 1.1210 6.3782 0.31
H 6.7937 2.9557 4.2713 0.20
H 6.2398 5.4812 6.7120 0.39
H 5.1365 2.4490 4.1663 0.33
H -9.4099 -0.7170 -3.7621 0.34
H 4.2681 5.2767 7.7853 0.30
H 1.8512 -3.4497 2.0956 0.32
H -1.2443 -0.0253 -4.6357 0.30
H -0.3772 1.7591 0.2430 0.32
H -3.3844 -0.8740 -5.7415 0.34
H -2.9297 -2.3191 -0.7849 0.26
H 0.4349 2.4469 2.9576 0.36
H 7.5544 4.4888 8.3785 0.37
H -9.9017 -1.0873 -7.4027 0.44
H -2.1962 1.4952 -5.1529 0.37
H 3.9399 -1.5047 0.6632 0.43
H -2.2806 -0.1385 0.1350 0.17
H -9.3607 -2.5047 -6.5151 0.25
H -6.9307 0.3774 -6.0614 0.32
H 6.4448 -1.7219 2.6884 0.37

---

52
Properties=species:S:1:pos:R:3:nbo_charge:R:1 method="wB97M-V/def2-TZVPD" e_homo_ha="-0.254 / -0.284" de_lowest_ev=0.1422 spin_multiplicity=3 gap_ev="6.74 / 5.28" energy_ev=-128288.0592 e_lumo_ha="-0.007 / -0.090"
Pd 0.1631 1.8151 -0.2141 0.57
Br -5.1834 -1.1224 2.2295 0.09
S -0.2455 3.6146 1.2752 -0.17
S 2.2711 2.4818 -0.7736 -0.11
N 4.1529 0.7718 -1.1230 -0.31
N -1.5044 0.9280 0.4871 -0.44
N 4.5474 -0.5223 -1.2343 -0.19
N 2.1176 -0.2291 -1.2958 -0.39
N -2.9068 3.5709 1.2547 -0.47
N 0.8344 0.0174 -1.4327 -0.31
C 0.6640 -2.2922 -0.7068 -0.24
C -3.8416 0.6982 0.4296 -0.25
C -4.2895 4.9367 -0.1017 -0.28
C -1.7810 4.2457 0.8804 0.03
C -1.7765 -2.6934 -1.9286 -0.21
C 0.1001 -1.1718 -1.4141 0.12
C -1.8470 5.3734 -0.0197 -0.27
C 4.2948 -2.3451 1.9399 -0.20
C -1.3694 0.2398 1.6480 0.09
C -1.2142 -3.7530 -1.2459 -0.24
C 4.7991 -2.8817 -0.7480 -0.21
C 4.1373 -1.3316 1.0531 -0.22
C 4.6841 -3.9179 0.1205 -0.21
C 4.4861 -3.6800 1.4941 -0.18
C 2.8831 0.8832 -1.0869 0.22
C -2.6684 1.0935 -0.1093 0.09
C -4.1157 3.9358 0.7909 0.02
C -3.7514 -0.0601 1.6094 -0.03
C 4.5580 -1.5230 -0.2698 0.14
C -1.1844 -1.3891 -2.0166 -0.24
C -3.1238 5.7043 -0.4120 -0.16
C -2.5093 -0.3135 2.1813 -0.28
C 0.0297 -3.5127 -0.6249 -0.20
H 4.6264 -4.9635 -0.2671 0.23
H 4.9965 -3.1386 -1.7890 0.23
H -1.5655 -4.7768 -1.2702 0.22
H 4.6140 -4.5415 2.1880 0.23
H 1.6020 -2.0505 -0.1824 0.23
H -2.5450 -0.8983 3.1629 0.24
H 0.5408 -4.2854 -0.0454 0.21
H -2.6508 1.4508 -1.1165 0.22
H -0.4393 0.1945 2.0920 0.22
H 5.0363 -0.8086 -2.0667 0.39
H -1.6534 -0.6658 -2.6719 0.22
H -0.9115 5.6596 -0.5682 0.25
H -2.8294 -2.7058 -2.2350 0.21
H -3.3270 6.6164 -0.9807 0.21
H 3.7919 -0.3088 1.2688 0.25
H -4.8041 1.0395 0.0962 0.24
H -4.9544 3.4406 1.2314 0.19
H 4.2458 -2.1983 3.0396 0.23
H -5.1835 5.3695 -0.5219 0.22